1.
Density functional theory data (wB97M-V/def2-TZVPD) for C19H35BrIrN2O4SSi as an isolated structure.

```
! RIJCOSX wB97M-V def2-TZVPD def2/J DEFGRID3
* xyz 2 2
Ir 0.25011 -0.31576 0.17590
C 1.60167 2.37860 -0.84917
C 0.38581 2.89780 -0.12740
O -0.51476 1.78447 0.12858
C -1.40764 2.05233 1.23079
C -0.70174 1.71382 2.51835
O -0.09609 0.40822 2.39138
C 0.84510 0.18522 3.46443
C 1.80196 -0.88962 3.02408
O 2.28032 -0.62712 1.71105
C 3.40475 0.24125 1.52390
C 2.93400 1.56967 1.00245
O 2.12932 1.25834 -0.13685
H 2.35187 3.16235 -0.96303
H 1.33383 2.00035 -1.83217
H -0.15127 3.63042 -0.73012
H 0.65050 3.35260 0.82821
H -2.28949 1.44560 1.06967
H -1.71204 3.09890 1.21411
H -1.39791 1.72112 3.35932
H 0.09512 2.43259 2.72763
H 0.30026 -0.11222 4.36205
H 1.37027 1.12198 3.66804
H 1.29498 -1.85218 2.95430
H 2.63351 -0.98302 3.72445
H 4.01850 -0.23943 0.76178
H 3.98498 0.33238 2.44272
H 3.78590 2.18590 0.70475
H 2.34728 2.11982 1.74588
C -2.64284 -3.11511 -1.78378
Si -2.87651 -2.34939 -0.10542
C -2.65845 -3.49854 1.35691
C -4.58412 -1.60011 -0.04124
C -1.74449 -0.85684 0.21146
H -3.32347 -3.95977 -1.91232
H -1.63359 -3.45192 -1.98724
H -2.89326 -2.37609 -2.54940
H -3.00326 -4.51018 1.14123
H -3.24805 -3.12692 2.19822
H -1.62125 -3.53990 1.68822
H -5.33171 -2.38975 -0.14928
H -4.74617 -0.88898 -0.85392
H -4.78596 -1.09050 0.90328
H -1.99364 -0.53979 1.22942
H -2.10409 -0.08578 -0.48504
N 0.75651 -4.02694 -1.90675
C 0.63990 -3.86460 -0.60226
S 1.32983 -2.39522 0.11755
N 0.25025 -4.84023 0.18750
C 0.00221 -6.21291 -0.17591
C 0.86884 -6.89088 -1.02405
C 0.61407 -8.22174 -1.32240
C -0.48001 -8.86805 -0.76699
C -1.32141 -8.18660 0.10112
C -1.08358 -6.85470 0.40127
H 1.12312 -3.26722 -2.45870
H 0.45147 -4.87327 -2.36834
H 0.13870 -4.59480 1.15991
H 1.75669 -6.41291 -1.41750
H 1.28755 -8.75715 -1.97747
H -0.66796 -9.90724 -0.99882
H -2.16733 -8.69147 0.54694
H -1.73674 -6.32032 1.07817
Br 0.32704 -0.51329 -2.18015
*
```

Its molar mass is 687.773 u. The value obtained for the LUMO energy (alpha / beta) is -6.986 / -8.169 eV.

Atomic partial charges in e from the natural (NBO) method, atoms 1 to 4: Ir 1.07; C -0.10; C -0.10; O -0.56


2.
Density functional theory data (wB97M-V/def2-TZVPD) for C19H35CrNO2P2 as an isolated structure.

```
! RIJCOSX wB97M-V def2-TZVPD def2/J DEFGRID3
* xyz 0 5
P 2.02027 0.93326 -2.06887
P 2.61581 -1.22641 1.08034
C 3.43104 0.62685 -0.92887
C 3.71892 -0.78525 -0.32986
H 3.40353 1.41948 -0.15238
H 4.28638 0.88107 -1.58780
H 3.63304 -1.56534 -1.11268
H 4.74925 -0.80945 0.07542
C 3.33722 -0.33586 2.49274
H 2.62211 -0.32576 3.32450
H 3.56907 0.70328 2.22760
H 4.25809 -0.84136 2.80373
C 2.78074 -3.00265 1.36764
H 3.73506 -3.18165 1.88976
H 2.77294 -3.55039 0.41457
H 1.93724 -3.34031 1.99189
C 2.34259 2.61820 -2.63493
H 1.49107 3.06307 -3.17556
H 3.20117 2.55122 -3.32666
H 2.61687 3.26851 -1.78784
C 2.15242 -0.10383 -3.51435
H 2.19898 -1.16252 -3.22622
H 3.06878 0.18727 -4.04720
H 1.28573 0.07475 -4.17183
Cr -3.14631 -0.94996 -1.49264
C -0.04151 -1.28109 1.66463
C 0.01661 -0.12602 2.33886
C 0.61911 1.10434 1.79861
C -0.31405 1.77142 0.78277
C 0.38320 1.85776 -0.48059
C 0.45012 0.63513 -1.30577
C 0.45734 -0.78313 -0.74301
C -0.59946 -1.29842 0.22593
C -4.48575 0.00564 -2.85113
H -0.08543 -2.26803 2.16947
H -0.24963 -0.05387 3.41286
H 1.58826 0.88119 1.27521
H 0.81213 1.85864 2.58085
H -1.25947 1.20271 0.60957
H -0.62954 2.77595 1.10832
H 0.28127 2.81221 -1.01218
H -0.31089 0.65149 -2.14715
H 1.43965 -0.91794 -0.19648
H 0.54576 -1.54978 -1.54193
H -1.56273 -0.74657 0.11761
H -0.81214 -2.35996 0.00720
H -5.39859 -0.60389 -3.00353
H -4.04977 0.21160 -3.84507
H -4.80986 0.98124 -2.44333
O -3.98113 -2.31494 0.50404
C -4.21178 -1.16375 0.91489
C -5.03814 -0.71306 2.07828
C -4.85254 0.78554 2.10105
C -3.90235 1.10371 0.95759
O -3.37285 2.18277 0.73601
N -3.66668 -0.08288 0.26411
H -6.08748 -0.96060 1.88323
H -4.69951 -1.19456 2.99947
H -5.80277 1.28624 1.87857
H -4.45144 1.16469 3.05055
*
```

Its molar mass is 423.438 u. The value obtained for the LUMO energy (alpha / beta) is -0.276 / -0.266 eV.

Atomic partial charges in e from the natural (NBO) method, atoms 1 to 4: P 1.69; P 0.94; C -0.75; C -0.73


| no. | largest force on an atom (eV/A) |
| --- | --- |
| 1 | 1.1 |
| 2 | 2.4 |